[1]
74
Properties=species:S:1:pos:R:3 method="wB97M-V/def2-TZVPD" homo_energy_ha=-0.2125 charge=-1 largest_force_ha_per_bohr=0.018 lumo_ev=2.04 gap_ev=7.82
Tl -1.790 0.875 -0.228
O 2.662 2.012 -0.968
C 3.220 0.779 -0.893
C 4.603 0.627 -0.998
C 5.189 -0.622 -0.933
C 4.395 -1.749 -0.771
C 3.024 -1.602 -0.655
C 2.409 -0.350 -0.694
C 0.926 -0.252 -0.462
O 0.336 0.843 -0.738
N 0.400 -1.322 0.093
N -0.948 -1.244 0.428
C -1.440 -2.419 0.619
S -0.430 -3.825 0.309
C -1.841 -4.963 0.422
C -2.687 -4.504 1.588
S -3.006 -2.733 1.319
H 3.360 2.671 -1.032
H 5.218 1.513 -1.132
H 6.265 -0.715 -1.018
H 4.843 -2.735 -0.740
H 2.383 -2.465 -0.529
H -1.458 -5.975 0.553
H -2.391 -4.874 -0.514
H -2.169 -4.634 2.538
H -3.657 -5.001 1.622
O -4.970 3.185 -2.544
S -4.582 1.924 -1.961
O -5.443 1.414 -0.931
O -3.116 1.949 -1.620
C -4.701 0.743 -3.319
C -5.522 1.122 -4.374
C -5.737 0.267 -5.442
C -5.125 -0.977 -5.474
C -4.300 -1.366 -4.432
C -4.089 -0.516 -3.354
S -2.984 -1.104 -2.089
O -2.947 -2.544 -2.228
O -1.694 -0.446 -2.335
O -3.534 -0.658 -0.790
H -5.979 2.101 -4.329
H -6.385 0.571 -6.255
H -5.287 -1.645 -6.311
H -3.812 -2.332 -4.423
Cl -3.573 1.257 1.878
C -3.405 3.042 1.970
Cl -4.616 3.892 1.006
C -2.009 3.532 1.505
O -1.601 4.513 2.109
O -1.417 2.913 0.558
H -3.569 3.327 2.997
C 6.292 1.510 2.172
C 4.823 1.189 2.228
C 3.867 2.181 2.076
C 2.501 1.914 2.143
C 1.530 3.038 1.930
C 2.093 0.587 2.383
C 0.675 0.199 2.442
O -0.291 0.891 2.205
C 3.055 -0.435 2.540
C 2.669 -1.882 2.756
C 4.398 -0.116 2.457
H 6.465 2.488 1.722
H 6.836 0.758 1.598
H 6.714 1.527 3.180
H 4.183 3.204 1.892
H 2.052 3.993 1.872
H 0.782 3.093 2.719
H 0.968 2.885 1.009
H 0.507 -0.860 2.690
H 2.070 -2.254 1.921
H 2.089 -2.014 3.671
H 3.567 -2.495 2.834
H 5.138 -0.904 2.562

[2]
65
Properties=species:S:1:pos:R:3 method="wB97M-V/def2-TZVPD" s2=3.766 homo_energy_ha="-0.4515 / -0.4515" charge=+2 largest_force_ha_per_bohr=0.008 lumo_ev="-6.40 / -7.91" gap_ev="5.88 / 4.37" multiplicity=4
Re 0.805 -0.236 1.129
O 1.192 0.419 3.132
C 1.193 -0.660 4.102
C 0.191 -1.683 3.647
C -0.389 -2.559 4.541
C -1.255 -3.531 4.064
C -1.525 -3.588 2.707
C -0.932 -2.667 1.868
N -0.081 -1.733 2.326
H 1.871 1.072 3.349
H 0.921 -0.251 5.075
H 2.195 -1.096 4.144
H -0.167 -2.479 5.596
H -1.723 -4.226 4.748
H -2.203 -4.321 2.295
H -1.154 -2.640 0.811
C 3.291 2.845 -0.594
C 2.987 1.484 -0.066
O 1.772 1.306 0.263
C 3.980 0.461 0.046
C 5.286 0.719 -0.442
C 6.279 -0.222 -0.356
C 6.003 -1.456 0.244
C 4.750 -1.745 0.741
C 3.724 -0.803 0.645
O 2.540 -1.146 1.146
H 2.424 3.486 -0.464
H 3.529 2.785 -1.658
H 4.157 3.275 -0.091
H 5.501 1.672 -0.900
H 7.264 -0.012 -0.743
H 6.785 -2.199 0.322
H 4.536 -2.694 1.210
Cl -1.557 0.237 -3.950
C -0.643 -0.739 -2.888
C -0.187 -1.994 -3.266
C 0.573 -2.728 -2.369
C 0.859 -2.196 -1.129
N 0.391 -0.985 -0.763
C -0.349 -0.266 -1.621
H -0.418 -2.379 -4.250
H 0.959 -3.701 -2.633
H 1.471 -2.714 -0.405
H -0.692 0.708 -1.297
C -2.570 3.969 -2.321
C -3.469 2.769 -2.357
C -4.173 2.433 -3.501
C -5.034 1.341 -3.511
Cl -5.876 0.938 -4.970
C -5.209 0.565 -2.379
C -4.501 0.874 -1.225
C -3.645 1.967 -1.220
O -2.931 2.389 -0.115
C -3.051 1.673 1.093
C -2.079 0.502 1.054
O -2.378 -0.648 0.830
O -0.817 0.867 1.260
H -2.416 4.360 -3.324
H -1.602 3.727 -1.885
H -3.004 4.761 -1.710
H -4.061 3.033 -4.393
H -5.885 -0.277 -2.395
H -4.633 0.254 -0.353
H -4.066 1.315 1.277
H -2.758 2.370 1.877

[3]
66
Properties=species:S:1:pos:R:3 method="wB97M-V/def2-TZVPD" s2=6.055 homo_energy_ha="-0.3922 / -0.3964" charge=+1 largest_force_ha_per_bohr=0.014 lumo_ev="-3.38 / -5.32" gap_ev="7.29 / 5.47" multiplicity=5
Pd 0.361 0.071 1.250
C -0.504 -5.530 1.873
O -1.110 -5.439 0.562
C -0.965 -4.364 -0.184
C -1.626 -4.466 -1.479
C -2.210 -3.537 -2.257
C -2.497 -2.047 -2.160
C -1.775 -1.321 -1.010
C -1.563 0.168 -1.177
N -1.110 0.805 -0.168
N -1.120 2.174 -0.169
C -0.749 2.637 1.026
O -0.332 1.937 2.007
C -0.810 4.112 1.213
C -1.343 4.939 0.226
C -1.387 6.309 0.422
C -0.903 6.859 1.602
C -0.373 6.038 2.587
C -0.326 4.666 2.394
C -0.219 -3.212 0.200
O 0.239 -2.878 1.290
H 0.578 -5.475 1.778
H -0.811 -6.500 2.246
H -0.870 -4.729 2.508
H -1.704 -5.494 -1.819
H -2.637 -3.950 -3.167
H -3.570 -1.999 -1.942
H -1.840 0.700 -2.082
H -1.722 4.498 -0.685
H -1.804 6.949 -0.345
H -0.944 7.930 1.755
H 0.003 6.466 3.507
H 0.081 4.013 3.154
Cl 7.185 1.125 0.388
C 5.660 0.756 1.061
C 5.613 0.064 2.259
C 4.402 -0.276 2.838
I 4.338 -1.306 4.604
C 3.159 0.069 2.191
O 2.054 -0.277 2.640
C 3.239 0.862 0.951
N 2.067 1.248 0.420
C 2.072 1.928 -0.714
C 3.257 2.272 -1.370
C 4.461 1.901 -0.829
C 4.469 1.180 0.376
H 6.541 -0.214 2.737
H 1.104 2.230 -1.095
H 3.209 2.830 -2.294
H 5.393 2.156 -1.314
C -0.961 -1.348 -4.160
C -2.358 -1.406 -3.554
S 0.008 -2.061 -1.191
O 1.015 -1.058 -0.704
C -2.540 -1.495 0.358
C -3.606 -2.576 0.560
H -1.019 -0.958 -5.176
H -0.495 -2.333 -4.208
H -0.288 -0.690 -3.606
H -3.016 -1.970 -4.220
H -2.785 -0.403 -3.514
H -3.058 -0.546 0.488
H -1.841 -1.531 1.193
H -4.486 -2.395 -0.057
H -3.939 -2.511 1.596
H -3.292 -3.599 0.389

[4]
65
Properties=species:S:1:pos:R:3 method="wB97M-V/def2-TZVPD" s2=3.782 homo_energy_ha="-0.4604 / -0.4651" charge=+2 largest_force_ha_per_bohr=0.044 lumo_ev="-6.66 / -7.36" gap_ev="5.86 / 5.30" multiplicity=4
Tc 1.515 0.454 0.074
C 1.581 -1.610 -3.928
C 1.232 -1.165 -2.511
N 1.817 0.120 -2.050
C 1.418 1.239 -2.944
C -0.052 1.308 -3.334
C 3.302 0.069 -2.077
C 3.873 -0.860 -1.003
N 3.169 -0.563 0.222
C 3.688 -0.841 1.441
C 2.999 -0.318 2.558
F 1.880 0.456 2.272
C 3.394 -0.526 3.861
F 2.683 0.005 4.849
C 4.522 -1.286 4.130
C 5.223 -1.824 3.060
F 6.290 -2.569 3.299
C 4.832 -1.615 1.742
F 5.524 -2.190 0.750
H 1.036 -2.528 -4.128
H 2.636 -1.831 -4.048
H 1.288 -0.885 -4.679
H 1.553 -1.943 -1.817
H 0.149 -1.069 -2.429
H 2.006 1.176 -3.864
H 1.695 2.171 -2.441
H -0.342 0.495 -3.991
H -0.208 2.237 -3.877
H -0.712 1.311 -2.474
H 3.670 1.085 -1.882
H 3.659 -0.232 -3.064
H 4.947 -0.668 -0.916
H 3.751 -1.918 -1.268
H 4.852 -1.459 5.141
C -1.224 3.795 -0.326
C -0.072 3.044 -0.100
N -0.074 1.717 -0.052
C -1.269 1.089 -0.193
C -2.473 1.758 -0.483
C -2.430 3.159 -0.538
C -3.632 0.961 -0.715
C -3.610 -0.388 -0.551
C -2.426 -1.071 -0.145
C -2.351 -2.439 0.158
C -1.133 -2.966 0.533
C 0.004 -2.159 0.546
N -0.029 -0.864 0.246
C -1.242 -0.319 -0.034
H -1.161 4.870 -0.349
H 0.885 3.536 0.035
H -3.326 3.722 -0.743
H -4.536 1.470 -1.010
H -4.496 -0.983 -0.707
H -3.234 -3.055 0.109
H -1.047 -4.007 0.799
H 0.968 -2.584 0.797
Te -2.389 0.961 3.456
C -4.444 0.906 3.398
C -5.245 0.702 2.289
C -6.601 0.724 2.586
C -6.842 0.942 3.924
S -5.416 1.125 4.828
H -4.844 0.545 1.308
H -7.379 0.586 1.858
H -7.801 1.002 4.402

[5]
67
Properties=species:S:1:pos:R:3 method="wB97M-V/def2-TZVPD" s2=0.757 homo_energy_ha="-0.4242 / -0.4243" charge=+1 largest_force_ha_per_bohr=0.021 lumo_ev="-5.30 / -5.45" gap_ev="6.24 / 6.10" multiplicity=2
Ir -0.310 0.622 -0.759
C 5.015 1.561 -1.314
C 4.695 0.188 -0.744
N 3.890 0.274 0.488
C 4.619 0.504 1.754
C 4.565 1.943 2.247
C 2.577 0.213 0.507
S 1.744 -0.194 -1.003
N 1.959 0.334 1.682
C 0.742 0.734 1.900
O -0.056 1.286 1.015
C 0.192 0.676 3.256
C 1.040 0.559 4.358
C 0.501 0.487 5.628
C -0.878 0.527 5.801
C -1.725 0.643 4.706
C -1.193 0.729 3.432
H 5.603 1.449 -2.223
H 5.593 2.160 -0.611
H 4.099 2.101 -1.559
H 5.604 -0.353 -0.489
H 4.157 -0.406 -1.477
H 5.648 0.200 1.574
H 4.188 -0.164 2.499
H 5.064 2.624 1.559
H 5.071 2.007 3.210
H 3.536 2.275 2.380
H 2.110 0.537 4.208
H 1.152 0.403 6.487
H -1.295 0.475 6.799
H -2.796 0.671 4.847
H -1.838 0.826 2.568
F -4.818 4.967 -2.578
C -3.689 4.311 -2.368
C -3.561 2.998 -2.803
F -4.558 2.406 -3.444
C -2.379 2.332 -2.571
F -2.231 1.060 -2.985
C -1.311 2.933 -1.911
O -0.156 2.275 -1.690
C -1.449 4.261 -1.510
F -0.433 4.871 -0.911
C -2.632 4.942 -1.726
F -2.762 6.198 -1.323
C -0.620 -5.726 -2.777
C -1.222 -4.461 -2.232
C -2.150 -3.733 -2.963
C -2.701 -2.550 -2.487
C -3.724 -1.823 -3.321
C -2.286 -2.081 -1.232
C -1.353 -2.800 -0.466
C -0.925 -2.375 0.918
C -0.849 -3.985 -0.980
C -2.927 -0.850 -0.692
O -4.100 -0.646 -0.624
O -2.060 0.111 -0.242
H -1.153 -6.072 -3.660
H -0.636 -6.520 -2.029
H 0.422 -5.561 -3.055
H -2.462 -4.095 -3.936
H -3.802 -2.281 -4.305
H -3.472 -0.770 -3.448
H -4.702 -1.861 -2.844
H -1.757 -1.989 1.508
H -0.160 -1.592 0.884
H -0.485 -3.216 1.451
H -0.164 -4.569 -0.374

[6]
71
Properties=species:S:1:pos:R:3 method="wB97M-V/def2-TZVPD" s2=0.760 homo_energy_ha="-0.7247 / -0.7247" charge=+4 largest_force_ha_per_bohr=0.083 lumo_ev="-13.53 / -13.69" gap_ev="6.19 / 6.03" multiplicity=2
W 2.870 0.654 -0.503
O 2.819 -3.492 1.070
C 2.366 -2.550 0.479
N 1.773 -1.447 1.159
C 1.499 -1.702 2.423
C 1.627 -2.990 3.055
C 1.979 -3.131 4.366
C 1.955 -1.991 5.196
C 1.614 -0.749 4.696
C 1.327 -0.532 3.351
N 1.070 0.686 2.888
C 1.657 1.329 1.949
O 2.734 0.847 1.393
C 1.302 2.648 1.365
C 0.755 3.740 2.013
C 0.759 4.968 1.348
C 1.285 5.040 0.066
C 1.769 3.881 -0.535
N 1.792 2.702 0.093
C 2.398 -2.475 -1.016
C 2.673 -3.663 -1.689
C 2.858 -3.637 -3.068
C 2.743 -2.413 -3.712
C 2.444 -1.271 -2.975
N 2.271 -1.270 -1.636
H 1.381 -3.892 2.499
H 2.150 -4.111 4.791
H 2.096 -2.121 6.263
H 1.580 0.105 5.363
H 0.379 3.649 3.020
H 0.381 5.851 1.843
H 1.346 5.979 -0.464
H 2.178 3.905 -1.538
H 2.776 -4.581 -1.124
H 3.107 -4.542 -3.609
H 2.906 -2.326 -4.775
H 2.353 -0.314 -3.485
C -4.865 -2.571 -1.407
C -4.808 -1.053 -1.649
N -4.718 -0.327 -0.406
C -5.940 -0.119 0.289
C -5.998 0.900 1.393
C -3.468 -0.187 0.250
O -3.367 -0.341 1.436
C -2.321 0.300 -0.594
C -2.609 1.255 -1.570
C -1.558 1.879 -2.212
C -0.262 1.556 -1.846
N 0.063 0.654 -0.889
C -0.977 0.044 -0.287
H -4.937 -3.080 -2.364
H -5.743 -2.826 -0.818
H -3.981 -2.924 -0.883
H -5.706 -0.746 -2.192
H -3.921 -0.852 -2.255
H -6.296 -1.090 0.701
H -6.714 0.098 -0.463
H -5.480 0.595 2.306
H -7.040 1.076 1.658
H -5.546 1.845 1.084
H -3.627 1.524 -1.803
H -1.742 2.615 -2.980
H 0.538 2.067 -2.359
H -0.733 -0.692 0.471
F 4.054 -0.629 0.052
Sb 5.901 2.025 -2.373
F 4.557 0.320 -2.076
F 4.332 1.843 -0.205
F 5.310 1.643 -4.174
F 4.209 3.050 -2.316
F 2.419 1.363 -2.073

[7]
64
Properties=species:S:1:pos:R:3 method="wB97M-V/def2-TZVPD" s2=0.756 homo_energy_ha="-0.1868 / -0.2100" charge=-1 largest_force_ha_per_bohr=0.020 lumo_ev="2.36 / 1.68" gap_ev="7.44 / 7.39" multiplicity=2
Pt 0.134 0.477 -0.628
O 4.858 -2.425 2.254
C 3.827 -1.813 1.614
C 3.709 -0.429 1.561
C 2.628 0.108 0.899
N 1.706 -0.664 0.315
C 1.837 -1.991 0.326
C 2.883 -2.611 0.983
C 0.810 -2.790 -0.493
O 0.856 -4.015 -0.400
O 0.036 -2.075 -1.192
C 2.432 1.620 0.799
O 3.291 2.356 1.248
O 1.331 1.994 0.235
H 5.426 -1.754 2.646
H 4.427 0.247 2.009
H 2.945 -3.689 0.978
C -5.194 -0.457 1.438
Ge -3.549 0.637 1.449
C -2.835 0.538 3.290
C -4.103 2.519 1.283
Ge -2.016 -0.523 -0.101
C -2.181 -2.331 0.667
C -2.731 -3.386 -0.057
C -2.854 -4.646 0.507
C -2.416 -4.884 1.802
C -1.857 -3.848 2.533
C -1.745 -2.585 1.965
C -2.979 -0.583 -1.833
C -4.154 0.135 -2.040
C -4.797 0.137 -3.271
C -4.273 -0.593 -4.328
C -3.106 -1.321 -4.138
C -2.466 -1.316 -2.907
H -5.791 -0.184 2.312
H -4.954 -1.518 1.496
H -5.791 -0.289 0.542
H -3.454 1.140 3.958
H -1.813 0.919 3.335
H -2.836 -0.488 3.656
H -4.921 2.676 1.990
H -4.443 2.787 0.283
H -3.285 3.187 1.550
H -3.072 -3.227 -1.073
H -3.281 -5.453 -0.076
H -2.498 -5.874 2.233
H -1.500 -4.020 3.542
H -1.295 -1.790 2.551
H -4.576 0.739 -1.243
H -5.702 0.719 -3.404
H -4.769 -0.594 -5.291
H -2.686 -1.895 -4.956
H -1.551 -1.882 -2.770
F -3.029 5.037 -3.238
C -2.353 4.011 -2.650
C -2.189 4.020 -1.283
C -1.512 2.960 -0.687
C -1.002 1.906 -1.437
C -1.184 1.952 -2.824
C -1.852 2.998 -3.443
H -2.584 4.842 -0.700
H -1.344 2.982 0.382
H -0.806 1.145 -3.441
H -2.002 3.024 -4.514